Record 1
The following is a quantum chemistry calculation of one molecule with the formula C2H3O2P in a non-equilibrium geometry, from OMol25.

Each line ends with the Löwdin charge.
Geometry (Å):
C: 1.085 -0.084 -0.518  -0.267
C: -0.107 -0.859 0.039  -0.660
O: 2.045 0.247 0.149  0.070
O: -0.183 -1.980 0.382  0.065
P: -1.524 0.306 0.248  0.900
H: 0.753 0.412 -1.503  0.129
H: -1.190 0.746 1.588  -0.049
H: -0.881 1.211 -0.385  -0.188

Forces on the atoms, in the same order (eV/Å):
C 0.23 1.18 0.19
C 0.30 1.24 0.36
O -1.11 -0.70 -1.22
O 0.36 -2.11 0.34
P -2.59 -2.20 2.15
H 1.05 -0.49 0.62
H 0.11 -0.27 -0.75
H 1.65 3.33 -1.70

Total charge   0
HOMO-LUMO gap   9.25 eV
Structure (SMILES)   O=CC(=O)P
HOMO level   -9.50 eV
Strongest force on any atom   0.0795 hartree/bohr
DFT total energy   -569.7589 hartree
2S+1   1


Record 2
The following is a quantum chemistry calculation of C2H3O2Ru as an isolated structure in a non-equilibrium geometry, from OMol25.

Each line ends with the Löwdin charge.
Geometry (Å):
H: -1.616 -1.288 0.233  0.248
C: -0.492 -1.048 -0.178  -0.235
O: 0.660 -1.367 0.153  0.029
Ru: 1.421 0.604 -0.313  1.699
O: -0.666 0.261 -0.332  -0.258
C: -2.122 0.662 -0.031  0.275
H: -2.015 1.229 0.909  0.123
H: -2.246 1.447 -0.796  0.120

Forces on the atoms, in the same order (eV/Å):
H 2.50 -2.06 -1.48
C -2.47 -0.03 4.70
O -1.06 -0.29 -1.73
Ru 1.85 0.49 0.08
O -1.01 0.36 -1.15
C 2.21 3.98 -0.53
H -0.79 -1.32 0.51
H -1.23 -1.13 -0.40

Total charge   +2
HOMO-LUMO gap (alpha / beta)   9.39 / 8.54 eV
HOMO level (alpha / beta)   -21.14 / -22.17 eV
Strongest force on any atom   0.1033 hartree/bohr
DFT total energy   -322.3291 hartree
Expectation value of S²   8.756
2S+1   6


Record 3
The following is a quantum chemistry calculation of a 2-piece molecular cluster, C2H3O2Se overall in a non-equilibrium geometry, from OMol25.

Each line ends with the Löwdin charge.
Geometry (Å):
C: 0.624 0.565 -0.062  -0.830
C: -0.511 -0.236 -0.696  -0.665
O: 0.435 0.905 1.162  -0.018
O: 1.635 0.840 -0.680  -0.016
Se: -2.142 -0.354 0.100  0.412
H: 0.998 -1.811 0.492  0.084
H: -0.476 -0.547 -1.721  -0.006
H: -0.564 0.638 1.404  0.040

Forces on the atoms, in the same order (eV/Å):
C -0.96 -2.01 -3.18
C 0.91 0.35 1.22
O -2.43 0.52 2.99
O 0.42 0.40 -0.05
Se -0.38 0.13 0.37
H -0.31 0.16 -0.35
H 0.63 0.05 -0.29
H 2.12 0.40 -0.71

Total charge   -1
HOMO-LUMO gap (alpha / beta)   7.58 / 5.90 eV
HOMO level (alpha / beta)   -4.01 / -2.59 eV
Strongest force on any atom   0.0755 hartree/bohr
DFT total energy   -2629.8610 hartree
2S+1   1


Record 4
The following is a quantum chemistry calculation of C2H3O2Sm as an isolated structure in a non-equilibrium geometry, from OMol25.

Each line ends with the Löwdin charge.
Geometry (Å):
O: 0.775 -0.454 2.143  0.241
C: 0.796 -0.989 1.106  -0.277
Sm: 0.981 -1.643 -2.211  1.911
O: 0.212 -0.715 -0.037  -0.313
C: -0.518 0.741 -0.287  0.111
H: 0.251 1.461 0.013  0.120
H: -1.189 0.586 -1.138  0.096
H: -1.310 1.013 0.412  0.109

Forces on the atoms, in the same order (eV/Å):
O 0.04 -0.19 -0.56
C 0.46 -0.07 1.82
Sm -0.02 -0.03 0.47
O -1.55 1.57 -2.16
C -0.40 -0.55 1.74
H 0.10 -0.02 -1.48
H 1.27 0.33 -0.79
H 0.09 -1.03 0.96

Total charge   +2
HOMO-LUMO gap (alpha / beta)   6.88 / 10.47 eV
HOMO level (alpha / beta)   -17.17 / -20.76 eV
Strongest force on any atom   0.0600 hartree/bohr
DFT total energy   -885.6628 hartree
Expectation value of S²   15.760
2S+1   8


Record 5
The following is a quantum chemistry calculation of C2H3O2V as an isolated structure in a non-equilibrium geometry, from OMol25.

Each line ends with the Löwdin charge.
Geometry (Å):
O: 2.818 -0.387 0.273  -0.635
C: -0.694 0.834 0.050  -0.191
O: -1.863 0.494 0.146  -0.208
C: -2.335 -0.901 -0.038  -0.005
H: -3.020 -0.870 -0.888  0.095
H: -1.465 -1.537 -0.224  0.079
H: -2.850 -1.157 0.890  0.096
V: 1.317 0.273 -0.307  0.769

Forces on the atoms, in the same order (eV/Å):
O -3.81 1.56 -1.57
C 3.79 -0.11 -0.99
O -3.31 -0.77 0.62
C 0.15 0.46 0.01
H 0.14 -0.12 0.19
H -0.22 0.10 0.05
H 0.11 -0.05 -0.25
V 3.14 -1.06 1.94

Total charge   0
HOMO-LUMO gap (alpha / beta)   6.07 / 9.08 eV
HOMO level (alpha / beta)   -6.90 / -10.00 eV
Strongest force on any atom   0.0857 hartree/bohr
DFT total energy   -1172.2619 hartree
Expectation value of S²   6.067
2S+1   5


Record 6
The following is a quantum chemistry calculation of a 2-piece molecular cluster, C2H3O3 overall in a non-equilibrium geometry, from OMol25.

Each line ends with the Löwdin charge.
Geometry (Å):
O: -1.556 0.213 -0.722  -0.025
O: -2.156 -0.841 -0.978  0.076
C: 1.009 0.707 0.099  0.093
C: 0.239 -0.448 0.414  -0.405
O: 0.230 -1.570 -0.137  -0.003
H: 0.548 1.561 -0.377  0.063
H: 2.064 0.691 0.361  0.074
H: -0.378 -0.312 1.340  0.127

Forces on the atoms, in the same order (eV/Å):
O -2.73 -2.49 -1.29
O 1.30 2.97 0.56
C 1.24 0.66 -0.56
C -0.54 -3.98 0.27
O 0.80 2.75 1.39
H 0.13 0.07 0.17
H -0.17 0.18 -0.23
H -0.02 -0.15 -0.31

Total charge   0
HOMO-LUMO gap (alpha / beta)   10.48 / 8.51 eV
HOMO level (alpha / beta)   -9.41 / -10.00 eV
Strongest force on any atom   0.0784 hartree/bohr
DFT total energy   -303.4826 hartree
Expectation value of S²   3.763
2S+1   4


Record 7
The following is a quantum chemistry calculation of a 2-piece molecular cluster, C2H3O3S overall in a non-equilibrium geometry, from OMol25.

Each line ends with the Löwdin charge.
Geometry (Å):
C: 0.088 -0.815 1.886  -0.583
C: -0.560 0.448 -1.252  -0.378
O: -0.756 -1.306 1.254  0.079
O: 0.766 -0.546 2.798  0.107
O: 2.189 0.017 -0.554  -0.808
S: 0.934 0.777 -0.108  0.572
H: -1.347 1.327 -0.982  0.059
H: -1.084 -0.438 -0.819  -0.008
H: -0.231 0.536 -2.223  -0.041

Forces on the atoms, in the same order (eV/Å):
C 0.16 0.73 -0.19
C -1.84 1.56 4.72
O -0.88 -0.88 -0.34
O 0.52 0.11 0.35
O 0.17 -0.56 -0.58
S -1.04 0.85 0.31
H 1.95 -1.62 -0.74
H 0.61 0.16 -1.28
H 0.34 -0.36 -2.26

Total charge   -1
HOMO-LUMO gap   5.75 eV
HOMO level   -1.89 eV
Strongest force on any atom   0.1030 hartree/bohr
DFT total energy   -701.9348 hartree
2S+1   1


Record 8
The following is a quantum chemistry calculation of C2H3O3S as an isolated structure in a non-equilibrium geometry, from OMol25.

Each line ends with the Löwdin charge.
Geometry (Å):
C: -2.526 -0.090 0.143  -0.748
C: 1.825 0.657 0.239  -0.493
O: -2.709 0.753 -0.654  0.062
O: -2.815 -0.931 0.896  0.064
O: 2.365 0.087 -0.956  -0.305
S: -0.153 0.025 0.513  0.574
H: 1.402 1.640 -0.122  -0.061
H: 2.439 -0.910 -1.021  0.071
H: 0.171 -1.232 0.961  -0.164

Forces on the atoms, in the same order (eV/Å):
C -0.13 0.69 -0.72
C -0.80 -0.51 -0.05
O -0.06 0.23 -0.19
O -0.31 -0.98 0.77
O -0.20 -1.03 -1.05
S 1.36 -0.83 0.20
H 0.76 -0.30 0.03
H -0.25 1.98 1.08
H -0.37 0.76 -0.06

Total charge   -1
HOMO-LUMO gap   6.21 eV
HOMO level   -2.40 eV
Strongest force on any atom   0.0441 hartree/bohr
DFT total energy   -701.8800 hartree
2S+1   1


Record 9
The following is a quantum chemistry calculation of an isolated ion of composition C2H3O3Si and charge -1 in a non-equilibrium geometry, from OMol25.

Each line ends with the Löwdin charge.
Geometry (Å):
C: 2.972 0.721 -0.055  -0.730
C: 2.331 -0.696 -0.147  -0.324
O: 4.184 0.918 -0.087  -0.020
O: 1.971 1.435 0.158  -0.136
O: 2.581 -1.864 0.145  -0.040
Si: 0.205 -0.215 -0.080  0.629
H: -0.241 0.182 1.253  -0.111
H: -0.394 -1.551 -0.203  -0.132
H: -0.483 0.654 -0.956  -0.136

Forces on the atoms, in the same order (eV/Å):
C 0.50 -0.99 0.43
C -3.39 -2.87 0.54
O -0.12 0.23 -0.20
O -0.13 1.42 0.08
O 0.92 2.56 -0.60
Si 3.14 -0.82 0.63
H 0.04 0.13 0.53
H -0.41 -0.51 -0.26
H -0.54 0.85 -1.15

Total charge   -1
HOMO-LUMO gap   7.84 eV
Structure (SMILES)   O=C([O-])C(=O)[SiH3]
HOMO level   -3.83 eV
Strongest force on any atom   0.0871 hartree/bohr
DFT total energy   -593.2426 hartree
2S+1   1


Record 10
The following is a quantum chemistry calculation of C2H3O6S2 as an isolated structure in a non-equilibrium geometry, from OMol25.

Each line ends with the Löwdin charge.
Geometry (Å):
C: -1.243 -0.960 -0.704  -0.251
C: -1.589 0.344 -0.738  -0.206
O: 1.962 0.430 2.308  -0.317
O: 1.244 -2.158 -0.615  -0.324
O: 0.516 -0.820 -2.547  -0.327
O: 0.113 1.538 1.263  -0.207
O: 1.593 0.357 -0.141  -0.366
O: 0.190 -1.006 1.458  -0.325
S: 0.425 -1.078 -1.117  0.697
S: 0.996 0.175 1.231  0.447
H: -2.614 0.651 -0.406  0.057
H: -0.816 1.406 0.966  0.048
H: -0.776 1.120 -0.958  0.073

Forces on the atoms, in the same order (eV/Å):
C -0.29 1.12 0.34
C 0.33 0.41 0.29
O -0.90 -0.24 -1.95
O -0.94 0.62 -0.61
O 0.51 0.35 1.12
O -1.03 -0.25 0.58
O -0.81 -1.25 -0.49
O 0.20 1.20 -0.38
S 1.28 -2.56 -2.53
S 1.61 1.67 3.96
H 0.86 -0.15 -0.83
H 0.90 -0.33 0.18
H -1.72 -0.59 0.31

Total charge   -1
HOMO-LUMO gap (alpha / beta)   8.70 / 8.70 eV
HOMO level (alpha / beta)   -5.43 / -5.43 eV
Strongest force on any atom   0.0893 hartree/bohr
DFT total energy   -1325.7603 hartree
2S+1   1